Record 1
ORCA calculation (the ωB97M-V functional and the def2-TZVPD basis) on a structure of composition C30H47BClInN2O31P.

The value obtained for the HOMO energy is -0.1388 hartree. The value obtained for the orbital gap is 4.95 eV. As for the LUMO energy: 1.2 eV. As for the total charge: -1. As for the energy above the lowest of the compared OMol25 structures with the same formula, charge and spin: 0.3526 eV.

Atoms and positions in Å:
N: -2.12 -0.64 1.48
P: -3.65 -0.40 1.01
In: -3.85 -1.19 -1.45
Cl: -6.03 -2.28 -1.85
B: -3.58 0.73 -2.72
N: -2.35 0.89 -3.51
O: -4.55 1.74 -2.74
H: -2.12 -1.26 2.28
H: -4.01 0.98 1.13
H: -4.56 -1.12 1.84
H: -2.55 -2.34 -1.70
H: -1.72 1.54 -3.06
H: -1.90 -0.02 -3.51
H: -4.50 2.32 -1.98
C: 2.17 -1.58 -3.18
C: 1.54 -1.78 -1.81
O: 0.14 -1.74 -2.12
C: -0.03 -2.06 -3.41
O: -1.07 -2.27 -3.94
O: 1.17 -2.12 -4.05
H: 3.11 -2.11 -3.30
H: 2.32 -0.53 -3.42
H: 1.77 -2.76 -1.38
H: 1.79 -1.01 -1.10
C: -7.58 2.44 3.96
C: -7.27 2.59 2.49
O: -5.84 2.45 2.46
C: -5.47 1.76 3.56
O: -4.39 1.31 3.79
O: -6.51 1.62 4.42
H: -8.54 1.97 4.17
H: -7.54 3.40 4.50
H: -7.70 1.79 1.89
H: -7.57 3.55 2.08
C: -2.88 3.18 6.31
C: -3.76 2.58 7.38
O: -3.52 3.45 8.49
C: -3.09 4.65 8.01
O: -2.97 5.63 8.67
O: -2.83 4.57 6.69
H: -3.29 3.06 5.31
H: -1.87 2.78 6.33
H: -4.83 2.63 7.11
H: -3.50 1.56 7.63
C: -7.42 0.49 8.22
C: -7.98 -0.90 8.03
O: -9.09 -0.66 7.14
C: -8.83 0.48 6.47
O: -9.46 0.86 5.52
O: -7.77 1.13 6.99
H: -6.34 0.50 8.36
H: -7.89 1.03 9.05
H: -7.28 -1.58 7.54
H: -8.33 -1.35 8.96
C: 4.34 -1.06 -6.97
C: 4.97 0.29 -7.24
O: 4.47 1.09 -6.15
C: 4.15 0.26 -5.14
O: 3.87 0.62 -4.04
O: 4.19 -1.03 -5.54
H: 4.96 -1.89 -7.27
H: 3.36 -1.15 -7.43
H: 6.06 0.26 -7.18
H: 4.67 0.72 -8.19
C: 2.85 2.75 5.61
C: 2.15 3.20 6.87
O: 0.78 3.26 6.45
C: 0.63 2.43 5.39
O: -0.42 2.13 4.93
O: 1.83 1.99 4.95
H: 3.72 2.12 5.80
H: 3.14 3.58 4.96
H: 2.24 2.48 7.68
H: 2.48 4.18 7.22
C: 9.66 -2.16 -8.33
C: 9.10 -1.67 -7.01
O: 7.70 -1.56 -7.30
C: 7.41 -2.39 -8.33
O: 6.31 -2.65 -8.69
O: 8.54 -2.87 -8.89
H: 10.51 -2.81 -8.22
H: 9.92 -1.34 -9.00
H: 9.23 -2.39 -6.20
H: 9.50 -0.71 -6.70
C: -0.35 -1.07 -7.79
C: -0.28 -2.58 -7.69
O: 0.15 -2.95 -9.02
C: 0.79 -1.89 -9.56
O: 1.41 -1.92 -10.58
O: 0.63 -0.79 -8.80
H: -0.10 -0.57 -6.86
H: -1.32 -0.72 -8.14
H: 0.47 -2.91 -6.97
H: -1.23 -3.04 -7.45
C: 9.57 0.43 -2.41
C: 9.65 -1.07 -2.26
O: 10.06 -1.49 -3.56
C: 10.69 -0.45 -4.16
O: 11.28 -0.52 -5.19
O: 10.53 0.68 -3.44
H: 9.83 0.97 -1.51
H: 8.59 0.76 -2.76
H: 10.41 -1.38 -1.54
H: 8.70 -1.53 -1.99
C: -4.00 -1.45 5.11
C: -2.93 -2.51 5.01
O: -2.73 -2.87 6.39
C: -3.86 -2.57 7.07
O: -4.08 -2.89 8.19
O: -4.70 -1.84 6.30
H: -4.68 -1.44 4.25
H: -3.60 -0.45 5.25
H: -3.26 -3.39 4.46
H: -2.00 -2.14 4.57


Record 2
ORCA calculation (the ωB97M-V functional and the def2-TZVPD basis) on a structure of composition C30H47Cl2CrN4O7SSi.

The value obtained for the HOMO energy (alpha / beta) is -0.3045 / -0.3077 hartree. As for the multiplicity: 4. The value obtained for the orbital gap (alpha / beta) is 8.03 / 8.62 eV. As for the LUMO energy (alpha / beta): -0.3 / 0.2 eV. Its expectation value of S² is 3.787. As for the energy above the lowest of the compared OMol25 structures with the same formula, charge and spin: 0.7503 eV.

Atoms and positions in Å:
C: -1.19 -0.15 -4.39
C: -0.65 -1.35 -3.66
H: -0.53 0.11 -5.22
H: -1.23 0.70 -3.70
H: -2.19 -0.31 -4.82
C: -0.18 -2.43 -4.29
C: -0.14 -2.56 -5.78
H: 0.14 -3.31 -3.73
H: -0.23 -1.58 -6.27
H: -0.95 -3.20 -6.18
H: 0.80 -3.02 -6.11
Cr: 0.41 0.56 -0.01
Cl: -1.47 1.91 -0.37
C: 0.83 -1.99 1.58
O: 1.51 -1.06 1.07
N: 1.11 -2.66 2.69
C: 2.32 -2.41 3.46
C: 0.19 -3.68 3.20
H: -0.09 -2.34 1.07
H: 2.93 -1.68 2.92
H: 2.87 -3.36 3.58
H: 2.07 -2.03 4.46
H: -0.75 -3.64 2.63
H: -0.03 -3.52 4.26
H: 0.62 -4.69 3.09
H: 1.57 1.90 4.85
H: -1.10 3.34 4.53
C: 1.80 2.66 4.10
C: -0.34 3.93 4.00
N: 0.60 3.03 3.37
H: 2.58 2.31 3.42
C: 0.25 2.38 2.26
O: 1.03 1.62 1.62
H: -0.82 4.54 3.23
H: -0.78 2.56 1.92
H: 2.14 3.56 4.61
H: 0.21 4.56 4.71
H: 1.70 0.08 -3.82
H: 3.02 -2.31 -3.19
C: 2.74 0.40 -3.66
C: 3.82 -1.64 -2.82
N: 3.30 -0.32 -2.51
H: 2.79 1.48 -3.50
C: 3.01 0.00 -1.24
O: 2.34 0.99 -0.85
H: 4.28 -2.08 -1.92
H: 3.42 -0.71 -0.51
H: 3.32 0.11 -4.55
H: 4.57 -1.56 -3.63
O: 0.32 -0.38 -1.76
C: -0.67 -1.24 -2.14
C: 0.69 -3.19 -1.26
C: -0.55 -2.58 -1.41
H: 1.57 -2.69 -1.67
C: 0.78 -4.43 -0.61
H: -1.65 -0.79 -1.91
C: -1.69 -3.18 -0.90
H: 1.77 -4.88 -0.48
C: -0.38 -5.08 -0.19
C: -1.61 -4.44 -0.30
H: -2.64 -2.65 -1.03
H: -0.31 -6.09 0.24
H: -2.52 -4.92 0.07
Si: 0.62 4.45 -2.17
Cl: 0.50 2.39 -2.62
C: 2.35 4.64 -1.49
C: -0.86 4.95 -1.12
C: 0.27 5.38 -3.76
H: 2.67 3.76 -0.91
H: 2.45 5.53 -0.87
H: 3.05 4.76 -2.33
H: 1.06 5.22 -4.51
H: 0.15 6.46 -3.62
H: -0.67 5.00 -4.18
H: -0.67 4.86 -0.05
H: -1.70 4.28 -1.38
H: -1.14 5.99 -1.35
O: -1.19 1.22 5.18
S: -1.34 -0.11 4.61
O: -1.01 -1.23 5.46
N: -0.69 -0.22 3.13
C: -1.56 -0.31 2.12
O: -1.19 -0.44 0.90
C: -2.95 -0.26 2.57
C: -4.13 -0.26 1.82
C: -5.34 -0.32 2.51
C: -5.39 -0.39 3.91
C: -4.20 -0.33 4.65
C: -2.99 -0.27 3.96
H: -4.06 -0.19 0.74
H: -6.28 -0.31 1.96
H: -6.35 -0.47 4.43
H: -4.18 -0.36 5.74


Record 3
ORCA calculation (the ωB97M-V functional and the def2-TZVPD basis) on a structure of composition C30H47Cl2IrN2P.

The value obtained for the HOMO energy (alpha / beta) is -0.0478 / -0.1613 hartree. As for the multiplicity: 5. The value obtained for the orbital gap (alpha / beta) is 3.91 / 6.97 eV. As for the LUMO energy (alpha / beta): 2.6 / 2.6 eV. As for the total charge: -1. Its expectation value of S² is 6.045. As for the energy above the lowest of the compared OMol25 structures with the same formula, charge and spin: 0.6301 eV.

Atoms and positions in Å:
P: -0.60 0.42 0.26
C: -2.20 -0.73 0.27
C: -3.62 -0.11 0.19
C: -4.74 -1.14 0.31
C: -4.55 -2.43 -0.49
C: -3.10 -2.91 -0.62
C: -2.08 -1.79 -0.83
C: -0.72 1.06 -1.50
C: -2.14 1.26 -2.00
C: -2.19 2.07 -3.28
C: -1.30 1.49 -4.38
C: 0.05 0.95 -3.88
C: 0.02 0.23 -2.53
C: -1.44 1.92 1.12
C: -1.89 1.63 2.55
C: -2.75 2.77 3.11
C: -2.15 4.16 2.93
C: -1.50 4.42 1.56
C: -0.69 3.25 1.00
H: -2.07 -1.21 1.25
H: -3.80 0.34 -0.79
H: -3.78 0.68 0.94
H: -5.67 -0.66 -0.03
H: -4.91 -1.36 1.37
H: -5.13 -3.22 0.00
H: -4.97 -2.30 -1.50
H: -2.80 -3.47 0.26
H: -3.03 -3.61 -1.46
H: -1.06 -2.21 -0.87
H: -2.27 -1.34 -1.81
H: -0.23 2.03 -1.41
H: -1.91 3.10 -3.04
H: -2.75 1.79 -1.27
H: -2.57 0.27 -2.21
H: -3.24 2.10 -3.61
H: -1.11 2.29 -5.10
H: -1.85 0.69 -4.88
H: 0.47 0.27 -4.64
H: 0.77 1.78 -3.80
H: 1.05 0.04 -2.22
H: -0.47 -0.75 -2.65
H: -2.35 2.07 0.53
H: -2.45 0.69 2.62
H: -0.96 1.52 3.14
H: -3.74 2.75 2.62
H: -2.92 2.59 4.18
H: -1.43 4.37 3.73
H: -2.94 4.91 3.08
H: -0.85 5.29 1.62
H: -2.30 4.66 0.84
H: -0.45 3.47 -0.04
H: 0.26 3.12 1.53
Ir: 1.50 -0.31 0.73
Cl: 1.97 1.81 -0.12
Cl: 0.42 -2.20 1.59
C: 3.20 -1.14 -0.18
H: 4.26 -1.09 0.15
C: 3.12 -1.98 -1.31
C: 4.21 -2.65 -1.97
C: 3.94 -3.40 -3.10
C: 2.63 -3.53 -3.61
C: 1.56 -2.89 -2.96
C: 1.83 -2.15 -1.82
H: 5.22 -2.54 -1.57
H: 4.74 -3.92 -3.63
H: 0.53 -2.97 -3.32
H: 1.03 -1.67 -1.24
H: 2.43 -4.13 -4.51
C: 4.55 -2.42 5.03
C: 4.24 -1.53 3.87
C: 5.10 -0.69 3.17
C: 4.34 0.00 2.20
N: 3.06 -0.51 2.23
N: 3.04 -1.36 3.30
C: 4.87 0.93 1.20
H: 5.49 -2.95 4.86
H: 4.67 -1.86 5.98
H: 3.76 -3.17 5.18
H: 6.16 -0.65 3.27
H: 2.19 -1.81 3.60
H: 5.46 1.72 1.68
H: 5.51 0.45 0.44
H: 4.03 1.39 0.66


Record 4
ORCA calculation (the ωB97M-V functional and the def2-TZVPD basis) on a structure of composition C30H47Cl2N4O7SSiYb.

The value obtained for the HOMO energy (alpha / beta) is -0.3201 / -0.3201 hartree. As for the multiplicity: 2. The value obtained for the orbital gap (alpha / beta) is 8.84 / 8.13 eV. As for the LUMO energy (alpha / beta): 0.1 / -0.6 eV. Its expectation value of S² is 0.751. As for the energy above the lowest of the compared OMol25 structures with the same formula, charge and spin: 0.0000 eV.

Atoms and positions in Å:
C: 0.50 -1.52 -5.35
C: 0.14 -2.97 -5.41
H: 1.42 -1.34 -5.91
H: 0.64 -1.19 -4.32
H: -0.29 -0.90 -5.80
C: 0.59 -3.84 -6.31
C: 1.44 -3.47 -7.48
H: 0.33 -4.90 -6.24
H: 2.22 -2.75 -7.23
H: 0.86 -3.06 -8.31
H: 1.93 -4.38 -7.86
Yb: 0.72 1.86 1.85
Cl: 0.42 1.21 -0.69
C: -1.64 0.01 1.89
O: -0.57 0.10 2.53
N: -2.40 -1.09 1.93
C: -1.92 -2.26 2.65
C: -3.73 -1.12 1.35
H: -2.00 0.84 1.24
H: -1.05 -1.97 3.24
H: -1.64 -3.06 1.94
H: -2.72 -2.64 3.29
H: -3.95 -0.13 0.94
H: -4.47 -1.37 2.12
H: -3.79 -1.87 0.55
H: 0.18 1.87 7.55
H: -0.23 4.56 7.34
C: 1.11 2.13 7.04
C: 0.67 4.56 6.70
N: 0.90 3.24 6.12
H: 1.47 1.28 6.46
C: 0.82 3.02 4.80
O: 0.93 1.91 4.25
H: 0.55 5.29 5.90
H: 0.65 3.92 4.19
H: 1.84 2.42 7.80
H: 1.53 4.85 7.33
H: 4.68 1.91 -0.82
H: 3.18 -0.33 -0.83
C: 5.06 1.61 0.16
C: 3.89 -0.57 -0.02
N: 4.19 0.62 0.76
H: 5.07 2.49 0.81
C: 3.50 0.86 1.88
O: 2.46 0.28 2.24
H: 3.45 -1.33 0.63
H: 3.90 1.69 2.49
H: 6.07 1.19 0.04
H: 4.83 -0.93 -0.46
O: 0.01 -3.68 -3.14
C: -0.80 -3.43 -4.29
C: -1.32 -5.94 -4.47
C: -1.69 -4.61 -4.68
H: -0.39 -6.17 -3.95
C: -2.16 -6.96 -4.94
H: -1.46 -2.57 -4.08
C: -2.87 -4.30 -5.37
H: -1.89 -8.00 -4.75
C: -3.33 -6.66 -5.65
C: -3.68 -5.33 -5.87
H: -3.11 -3.25 -5.53
H: -3.97 -7.47 -6.03
H: -4.58 -5.08 -6.43
Si: -0.27 -3.58 -1.48
Cl: 2.86 3.63 1.52
C: 0.73 -4.96 -0.71
C: -2.10 -3.87 -1.19
C: 0.33 -1.91 -0.99
H: 0.58 -5.92 -1.23
H: 0.45 -5.10 0.34
H: 1.81 -4.73 -0.74
H: 1.38 -1.77 -1.26
H: 0.23 -1.74 0.09
H: -0.23 -1.11 -1.49
H: -2.44 -4.79 -1.69
H: -2.70 -3.04 -1.58
H: -2.31 -3.98 -0.12
O: -3.72 7.08 2.93
S: -2.75 6.81 1.91
O: -2.93 7.42 0.61
N: -2.34 5.23 1.82
C: -1.08 4.90 2.17
O: -0.61 3.73 2.16
C: -0.33 6.14 2.59
C: 0.98 6.27 3.04
C: 1.44 7.53 3.46
C: 0.61 8.66 3.36
C: -0.70 8.52 2.87
C: -1.13 7.25 2.52
H: 1.64 5.40 3.00
H: 2.45 7.62 3.85
H: 0.99 9.63 3.66
H: -1.37 9.37 2.77


Record 5
ORCA calculation (the ωB97M-V functional and the def2-TZVPD basis) on a structure of composition C30H47ClLaP2.

The value obtained for the HOMO energy is -0.3523 hartree. The value obtained for the orbital gap is 6.79 eV. As for the LUMO energy: -2.8 eV. As for the total charge: +1. As for the energy above the lowest of the compared OMol25 structures with the same formula, charge and spin: 3.3927 eV.

Atoms and positions in Å:
La: -1.65 0.54 -0.06
C: -2.46 2.55 -0.96
C: -2.51 1.56 -2.05
C: -3.89 0.75 -0.26
C: -3.31 2.06 0.16
C: -3.40 0.45 -1.63
C: -1.73 3.84 -0.98
H: -0.89 3.81 -1.67
H: -1.37 4.12 0.01
H: -2.43 4.61 -1.33
C: -3.50 2.69 1.48
H: -2.78 3.49 1.64
H: -3.40 1.96 2.29
H: -4.51 3.10 1.49
C: -4.74 -0.11 0.58
H: -5.77 0.24 0.45
H: -4.47 -0.03 1.63
H: -4.69 -1.16 0.28
C: -3.77 -0.72 -2.45
H: -4.72 -0.49 -2.95
H: -3.91 -1.62 -1.84
H: -3.02 -0.93 -3.21
C: -1.88 1.71 -3.39
H: -2.63 2.16 -4.06
H: -1.58 0.75 -3.80
H: -1.01 2.37 -3.35
C: 5.63 -0.16 -0.22
C: 5.46 0.64 -1.28
C: 5.75 0.39 -2.73
C: 5.90 -1.09 -3.17
C: 4.68 -1.92 -2.89
C: 4.33 -2.54 -1.76
C: 5.05 -2.63 -0.45
C: 6.15 -1.57 -0.18
H: 6.65 0.94 -3.04
H: 6.80 -1.52 -2.73
H: 4.92 0.83 -3.31
H: 6.99 -1.72 -0.86
H: 5.34 0.25 0.76
H: 5.07 1.65 -1.08
H: 6.54 -1.77 0.84
H: 4.29 -2.55 0.35
H: 3.39 -3.11 -1.78
H: 5.49 -3.63 -0.33
H: 6.07 -1.08 -4.27
H: 3.98 -2.00 -3.74
P: 0.84 1.07 0.03
C: 1.33 1.83 1.50
C: 1.63 1.77 -1.34
P: -0.31 -1.50 -0.80
C: 1.18 -0.76 0.05
C: 0.06 -1.74 -2.47
C: -0.81 -2.97 -0.04
H: 0.71 1.52 2.36
H: 1.24 2.92 1.38
H: 2.37 1.55 1.66
H: 2.68 1.48 -1.27
H: 1.55 2.87 -1.26
H: 1.22 1.47 -2.31
H: 0.05 -3.64 -0.07
H: -1.64 -3.40 -0.63
H: -1.16 -2.82 0.99
H: 1.18 -1.10 1.10
H: 2.13 -1.03 -0.44
H: -0.76 -2.32 -2.93
H: 0.98 -2.33 -2.50
H: 0.19 -0.82 -3.05
Cl: -0.65 -1.88 4.66
C: -2.17 -1.08 4.86
C: -2.80 -1.23 6.09
C: -4.04 -0.62 6.35
C: -4.65 0.12 5.35
C: -4.02 0.28 4.11
C: -2.76 -0.31 3.79
C: -2.02 -0.24 2.55
H: -2.34 -1.81 6.89
H: -4.53 -0.74 7.31
H: -5.62 0.60 5.54
H: -4.61 0.89 3.41
H: -1.00 0.17 2.75
H: -1.89 -1.29 2.18